# 1
{
  "formula": "C31H64F7N2O19S6",
  "method": "the ωB97M-V functional and the def2-TZVPD basis",
  "symbols": ["S", "S", "S", "S", "S", "S", "F", "F", "F", "F", "F", "F", "F", "O", "O", "O", "O", "O", "O", "O", "O", "O", "O", "O", "O", "O", "O", "O", "O", "O", "O", "O", "N", "N", "C", "C", "C", "C", "C", "C", "C", "C", "C", "C", "C", "C", "C", "C", "C", "C", "C", "C", "C", "C", "C", "C", "C", "C", "C", "C", "C", "C", "C", "C", "C", "H", "H", "H", "H", "H", "H", "H", "H", "H", "H", "H", "H", "H", "H", "H", "H", "H", "H", "H", "H", "H", "H", "H", "H", "H", "H", "H", "H", "H", "H", "H", "H", "H", "H", "H", "H", "H", "H", "H", "H", "H", "H", "H", "H", "H", "H", "H", "H", "H", "H", "H", "H", "H", "H", "H", "H", "H", "H", "H", "H", "H", "H", "H", "H"],
  "positions_angstrom": [[-5.1755, 0.0576, 1.9111], [0.2948, -4.8306, 6.7616], [-1.2398, -2.7097, -5.6805], [3.1329, -5.3421, -8.3132], [0.4107, 11.8955, 2.3413], [2.6231, 4.8042, 0.4358], [1.8859, 6.4094, 2.2129], [-0.2095, 5.3919, 2.8729], [-0.4397, 2.7507, 3.7333], [0.1384, 3.7832, 1.4881], [0.7548, 4.1104, 4.8845], [2.9833, 4.7698, 3.0639], [1.7089, 2.5878, 3.6587], [0.4735, -4.6980, 5.3448], [3.9015, 5.4074, 0.3426], [-5.5394, 0.4150, 0.5761], [0.5285, 11.8661, 0.9171], [1.6112, 5.3290, -0.4141], [1.4976, 12.3491, 3.1489], [-6.4509, -0.5072, 2.6632], [4.3418, -4.6159, -8.0819], [1.8656, -4.7309, -8.0417], [-1.3172, -2.0326, -4.4171], [-2.2930, -2.5660, -6.6342], [1.3253, -4.4298, 7.6657], [3.1234, -5.9005, -9.7967], [0.5709, 1.9426, -2.3183], [-0.9783, -4.2539, -5.4116], [-0.0407, 10.4482, 2.8400], [3.4464, -0.2476, 1.1297], [-0.1500, -6.3171, 7.0844], [-4.0617, -0.8122, 2.1441], [3.0842, 0.9495, 0.6155], [2.3012, 2.3106, -0.8246], [0.6965, -7.3986, 6.6326], [2.8052, -4.9868, -10.8707], [-4.9725, 1.5121, 2.8817], [3.2302, 2.1875, 1.1449], [-1.9003, -4.9579, -4.5539], [3.9347, -4.0239, -11.1776], [-0.6682, 2.5380, -1.8850], [1.6414, -1.5050, 2.2886], [0.5756, -1.1150, 1.2305], [2.8096, -0.5373, 2.4074], [2.7276, 3.0612, 0.2566], [0.1502, 0.3655, 1.2626], [1.6572, 2.7741, -2.0899], [-1.5816, 0.2261, -2.5698], [2.5309, 1.0475, -0.5883], [-1.0483, 12.7608, 2.8057], [-7.1650, -1.6116, 2.0613], [2.0776, 9.2808, 3.2141], [0.6968, 3.4526, 3.7520], [0.7671, 9.3250, 2.4448], [0.6521, 4.4336, 2.5423], [2.0328, 5.0936, 2.1870], [-1.2056, -4.0426, 7.2350], [-1.7903, 1.5127, -1.7597], [-3.2317, -5.2360, -5.2232], [1.9631, -7.5360, 7.4536], [-6.4286, -2.9296, 2.1927], [0.2924, -2.3489, -6.4604], [3.2323, -6.8931, -7.4902], [1.0713, -1.6741, 3.7069], [-0.7003, -1.9504, 1.4784], [0.1746, 8.4388, 2.6671], [3.3321, -6.6838, -6.4275], [-0.5465, 3.0372, -0.9215], [-0.5808, -0.1754, -2.4668], [-2.0299, -4.4032, -3.6226], [0.6419, -2.6562, 3.8199], [-3.7724, -4.3146, -5.4325], [-1.8822, 12.3963, 2.2126], [-1.2230, 12.6090, 3.8673], [1.8798, -4.4579, -10.6372], [-5.8269, 2.1644, 2.7259], [2.6103, -5.6179, -11.7348], [4.1089, -7.4239, -7.8511], [1.0975, -2.4819, -5.7434], [2.3235, -7.4565, -7.6827], [4.1166, -3.3443, -10.3465], [-1.9899, 1.2445, -0.7271], [0.9354, 9.3433, 1.3661], [1.7256, -7.6204, 8.5138], [-1.4057, -5.8959, -4.3090], [-5.4981, -2.9246, 1.6270], [0.9260, -1.4202, 0.2458], [-3.8538, -5.8541, -4.5755], [-7.0493, -3.7422, 1.8157], [2.7070, 10.1341, 2.9690], [-0.8655, 0.4934, 1.6215], [4.8608, -4.5664, -11.3656], [-3.0830, -5.7511, -6.1719], [3.6872, -3.4269, -12.0553], [2.6347, 8.3796, 2.9778], [-1.3408, -1.8829, 0.6037], [-1.0420, -2.9703, 7.1512], [3.5788, -1.0026, 3.0124], [-7.3849, -1.3781, 1.0186], [0.7822, 1.0026, 1.8741], [-0.8690, 13.8142, 2.6025], [-6.1782, -3.1268, 3.2351], [2.0624, -2.4523, 1.9545], [-2.2489, -0.5274, -2.1610], [2.5156, -8.4218, 7.1409], [0.4207, -3.0086, -7.3136], [-2.0007, -4.3590, 6.5656], [1.3702, 3.8144, -2.0136], [2.6134, -6.6712, 7.3318], [2.5001, 0.3584, 2.9435], [1.8703, -1.5185, 4.4286], [-8.1135, -1.6616, 2.5912], [1.8912, 9.3127, 4.2879], [-1.8599, 0.3352, -3.6074], [-4.8804, 1.2270, 3.9262], [0.9185, -7.2691, 5.5722], [3.6630, 2.3660, 2.1088], [-2.6887, 1.9887, -2.1409], [0.1481, 0.7523, 0.2443], [0.0907, -8.2965, 6.7316], [0.3200, -0.9014, 3.8546], [-1.2593, -1.4849, 2.2807], [-0.4850, -2.9836, 1.7263], [2.3595, 2.6089, -2.8991], [-0.9427, 3.3084, -2.6046], [0.2447, -1.3131, -6.7909], [-1.4292, -4.3072, 8.2647], [2.3171, 0.2202, -1.2332], [-4.0588, 1.9964, 2.5430]],
  "lumo_ev": -3.003,
  "orbital_gap_ev": 9.16,
  "largest_force_ev_per_a": 1.7,
  "total_charge": 1,
  "total_energy_ev": -159089.87264,
  "multiplicity": 1
}


# 2
{
  "formula": "C31H64HgNO15S6",
  "method": "the ωB97M-V functional and the def2-TZVPD basis",
  "symbols": ["Hg", "S", "S", "S", "S", "S", "S", "O", "O", "O", "O", "O", "O", "O", "O", "O", "O", "O", "O", "O", "O", "O", "N", "C", "C", "C", "C", "C", "C", "C", "C", "C", "C", "C", "C", "C", "C", "C", "C", "C", "C", "C", "C", "C", "C", "C", "C", "C", "C", "C", "C", "C", "C", "C", "H", "H", "H", "H", "H", "H", "H", "H", "H", "H", "H", "H", "H", "H", "H", "H", "H", "H", "H", "H", "H", "H", "H", "H", "H", "H", "H", "H", "H", "H", "H", "H", "H", "H", "H", "H", "H", "H", "H", "H", "H", "H", "H", "H", "H", "H", "H", "H", "H", "H", "H", "H", "H", "H", "H", "H", "H", "H", "H", "H", "H", "H", "H", "H"],
  "positions_angstrom": [[3.9300, 1.9596, 1.9303], [2.8657, 4.4668, 6.7364], [5.7437, 3.0812, -3.1584], [-2.7708, -2.9097, 6.2420], [-2.4097, -1.3617, -7.4468], [4.1253, -2.7442, -0.5504], [1.1461, 6.3746, 0.5550], [4.2375, -1.6182, 0.4103], [-3.0465, -2.6227, -7.6925], [3.7915, 4.0366, 7.7742], [4.5415, -2.6202, -1.9814], [7.0422, 2.3873, -3.2940], [3.0800, 4.0688, 5.3516], [2.2923, 5.4728, 0.5372], [-1.2656, 0.9113, 1.4278], [-2.7782, -0.1484, -8.1745], [4.8656, 2.8363, -2.0182], [-2.2120, -3.7783, 5.2045], [-2.3322, -2.9960, 7.6375], [0.7817, 1.2204, 0.6231], [0.5014, 6.6062, 1.8290], [0.6132, 1.0925, 2.6595], [-4.7044, -5.9992, -1.4767], [3.7313, -5.2592, 0.2504], [5.9604, 4.9243, -3.5751], [-4.5655, -3.1236, 6.0973], [2.3936, -3.4135, -0.4759], [2.3962, -4.5959, 0.5167], [-3.7392, -5.5172, -0.4832], [4.8538, 2.6305, -4.6221], [1.1375, 3.9288, 7.1721], [-4.2134, -0.7706, 5.2899], [-2.9901, -4.3210, -0.8329], [-0.8742, -0.7928, -5.2593], [-5.5648, -7.0371, -0.8929], [-6.8432, -7.4045, -1.7668], [-2.3447, -0.9248, -5.5943], [5.3456, 5.0974, -4.9649], [1.2652, 7.8792, -1.6801], [-5.1497, -1.7254, 6.0875], [5.3111, 3.6816, -5.6452], [4.7967, -4.2457, 0.1568], [1.5283, 8.0301, -0.2280], [-0.0827, -1.8560, -6.0703], [0.4688, 5.1140, 7.8116], [0.0216, 1.0630, 1.5763], [-0.0681, 6.0496, -0.8474], [1.3989, 6.2783, 7.9949], [-4.0807, -6.3458, -2.7590], [2.4407, 6.2934, 6.9889], [-0.0892, 7.2946, -1.6439], [-3.0022, -7.4915, -2.6957], [-0.5759, -1.6952, -7.4714], [-2.8426, -1.0641, 5.8735], [0.8657, 7.2278, 7.9470], [2.5129, 8.2558, 0.1815], [-0.8256, 7.9864, -1.2352], [-5.9044, -6.6245, 0.0571], [0.7291, 3.7862, 6.1716], [-0.4951, 7.1009, -2.6368], [3.7788, 2.7424, -4.4807], [1.0948, 3.0421, 7.8047], [-3.4794, -8.3620, -2.2455], [5.0185, 1.6006, -4.9386], [2.0794, -3.7672, -1.4579], [-4.8309, -3.8595, 6.8563], [-4.1857, -0.9526, 4.2156], [2.0611, 7.2968, -2.1444], [-4.7189, -3.6451, 5.1526], [-0.7421, -0.8722, -4.1802], [4.0391, -6.0950, 0.8787], [2.0141, 6.7035, 6.0735], [-1.8694, -0.8613, 5.4265], [-3.5156, -5.4837, -3.1132], [-2.8394, -0.6289, 6.8729], [-6.5231, -7.9814, -2.6344], [-7.3549, -6.4937, -2.0778], [-0.4424, -2.6331, -8.0105], [5.9853, 5.7577, -5.5505], [0.8222, 8.7148, 0.2418], [3.3638, 6.7987, 7.2728], [4.3601, 5.5473, -4.8446], [-0.0956, -2.8510, -5.6255], [-1.2435, 0.6564, 0.5025], [-2.8369, -1.7958, -5.1616], [-2.9345, -0.0118, -5.5133], [-2.0854, -7.2335, -2.1655], [-7.6198, -7.9580, -1.2389], [1.9036, 6.2048, 8.9583], [-4.3848, 0.2758, 5.5424], [-5.1847, -1.3105, 7.0948], [4.7620, 3.6613, -6.5866], [5.7127, -4.6395, -0.2837], [-3.0976, -6.3722, -0.2701], [-3.7523, -3.5484, -0.9343], [-2.6827, -7.7612, -3.7023], [0.3504, 5.1792, -1.3526], [-0.0443, 4.7276, 8.6922], [-0.4719, 0.1853, -5.5229], [-4.9377, -7.8880, -0.6269], [0.9773, -1.6030, -6.0949], [1.7864, -2.5547, -0.1897], [-0.1818, -0.9085, -8.1148], [3.5165, -5.6769, -0.7332], [-6.1278, -1.6481, 5.6127], [2.3912, -4.2719, 1.5574], [1.6086, -5.3125, 0.2837], [-0.9776, 5.7030, -0.3567], [5.2945, 5.3408, -2.8193], [5.0960, -3.8214, 1.1152], [-4.8346, -6.5050, -3.5299], [1.1471, 8.7889, -2.2688], [-2.4126, -3.9273, 0.0035], [-4.2232, -5.3573, 0.4803], [6.3341, 3.3764, -5.8652], [-0.3906, 5.4002, 7.2053], [6.9907, 5.2236, -3.3825], [-2.4105, -4.4644, -1.7448]],
  "lumo_ev": -8.828,
  "orbital_gap_ev": 1.35,
  "largest_force_ev_per_a": 3.0,
  "total_charge": 1,
  "total_energy_ev": -134556.06978,
  "multiplicity": 1,
  "de_lowest_kcal_mol": 175.4
}


Calculated E_HOMO in order - -12.16; -10.18 eV